Record 1
Entry from OMol25: the molecule C10H16O2S in a non-equilibrium geometry (wB97M-V/def2-TZVPD).

Properties
Charge   0
M   200.30 g/mol
HOMO   -8.18 eV
Energy relative to the best compared isomer or geometry (same formula, charge and spin)   184.9 kJ/mol

CARTESIAN COORDINATES (ANGSTROEM)
C 0.662 -2.580 1.535
C -0.460 -0.476 0.963
C 0.647 -0.010 1.537
C -0.497 -2.114 1.049
C 1.101 1.400 1.858
C -3.213 0.222 -1.567
C 1.853 -1.408 -0.997
C -1.535 0.360 0.371
C -1.771 0.199 -1.080
C 2.625 -0.946 0.204
O -1.573 -2.592 0.730
O 0.614 1.846 3.099
S 1.868 -1.393 1.784
H 0.904 -3.653 1.766
H -0.219 1.322 3.392
H 0.856 2.085 1.029
H 2.212 1.625 1.737
H -3.636 -0.492 -0.837
H -3.253 0.062 -2.693
H -3.785 1.142 -1.375
H 1.696 -2.496 -0.870
H 0.814 -1.093 -0.923
H 2.307 -1.226 -1.936
H -1.312 1.426 0.479
H -2.460 0.019 0.960
H -1.475 -0.761 -1.309
H -1.213 0.936 -1.610
H 2.762 0.097 0.372
H 3.549 -1.353 0.234

natural (NBO) atomic charge list, values in e, 4 entries:
1 C -0.7610
2 C -0.0086
3 C -0.1865
4 C 0.4678

***

Record 2
Entry from OMol25: the molecule C10H16O2S in a non-equilibrium geometry (wB97M-V/def2-TZVPD).

Properties
Charge   0
M   200.30 g/mol
HOMO   -8.19 eV
Energy relative to the best compared isomer or geometry (same formula, charge and spin)   283.7 kJ/mol

CARTESIAN COORDINATES (ANGSTROEM)
C -3.028 0.926 0.437
C -1.784 1.146 0.951
C -3.424 -0.251 -0.297
C 0.967 2.183 0.642
C -2.354 -1.245 -0.500
C -1.341 -1.365 0.673
C -0.758 0.040 1.031
C 2.769 -0.707 0.691
C 2.511 0.066 -1.761
C 1.888 -0.507 -0.495
O -4.506 -0.318 -0.870
O -0.156 1.049 -1.398
S 0.519 0.725 -0.150
H -3.728 1.762 0.321
H -1.461 2.087 1.312
H 1.581 2.497 -0.114
H 1.455 1.994 1.584
H -2.837 -2.231 -0.767
H -1.783 -0.979 -1.501
H -1.807 -1.645 1.535
H -0.684 -2.130 0.522
H -0.375 0.058 2.038
H 2.925 -1.641 0.946
H 3.803 -0.327 0.539
H 2.342 -0.120 1.524
H 3.041 0.971 -1.484
H 1.638 0.031 -2.463
H 3.291 -0.569 -2.216
H 1.296 -1.499 -0.727

natural (NBO) atomic charge list, values in e, 4 entries:
1 C -0.2943
2 C -0.1001
3 C 0.5165
4 C -1.0302

***

Record 3
Entry from OMol25: a cluster of 2 separate species, C10H16S in total in a non-equilibrium geometry (wB97M-V/def2-TZVPD).

Properties
Charge   0
M   168.31 g/mol
HOMO   -8.41 eV
Energy relative to the best compared isomer or geometry (same formula, charge and spin)   148.3 kJ/mol

CARTESIAN COORDINATES (ANGSTROEM)
C -3.295 -1.050 2.572
C -0.473 1.508 2.154
C -1.675 0.933 2.352
C 0.612 0.728 2.507
C -1.881 -0.401 2.630
C 0.501 -0.610 2.889
C -0.793 -1.158 2.985
H -0.221 2.494 1.756
H -2.520 1.631 2.227
H 1.660 1.135 2.497
H 1.383 -1.211 2.992
H -3.139 -2.016 3.077
H -3.373 -1.296 1.429
H -0.980 -2.178 3.295
H -4.084 -0.317 2.942
C 0.422 0.207 -3.483
C 1.070 1.460 -2.921
C 2.823 -1.189 -3.179
S 1.125 -1.309 -2.685
H -0.677 0.250 -3.249
H 0.352 0.203 -4.571
H 1.869 1.337 -2.208
H 0.371 2.248 -2.492
H 2.918 -1.700 -4.091
H 3.120 -0.198 -3.425
H 3.424 -1.609 -2.359
H 1.462 2.108 -3.639

natural (NBO) atomic charge list, values in e, 4 entries:
1 C -0.6304
2 C -0.2220
3 C -0.2060
4 C -0.2096

***

Number 1 is which compound? C10H16O2S

***

Look up the M of the second one. 200.30 g/mol

***

Which formula does entry 2 have? C10H16O2S